C21H21FeN5O3S | wB97M-V/def2-TZVPD

CARTESIAN COORDINATES (ANGSTROEM)
1 Fe -0.20580 0.14557 0.15552
2 S 0.66292 -2.95055 0.89631
3 O -1.82157 -1.52276 0.47748
4 O 1.92534 3.61997 -0.34266
5 O 0.94022 3.60814 2.52358
6 N -1.94003 -2.80406 0.31830
7 N -0.49195 0.36867 2.47973
8 N 1.99442 0.09698 -0.65834
9 N 0.93415 1.93070 0.91764
10 N -1.45030 1.07667 -0.68836
11 C 0.61733 2.51370 2.07495
12 C 4.34629 0.63914 -2.04616
13 C 2.72793 -0.87925 -1.19175
14 C -3.16028 -3.30626 0.03329
15 C -3.44534 1.73170 0.65298
16 C 3.58906 1.65695 -1.49510
17 C -2.31161 -5.52635 0.02812
18 C -3.38664 -4.65034 -0.11632
19 C -0.19208 1.56847 2.95835
20 C 2.43129 1.34835 -0.79700
21 C -3.51596 1.56180 -1.83365
22 C -2.60424 1.91303 -0.64022
23 C -0.84009 -3.62795 0.46985
24 C -1.18992 -0.46950 3.24067
25 C -1.62484 -0.14915 4.51762
26 C 1.71400 2.45901 -0.04148
27 C 3.90762 -0.65985 -1.88670
28 C -2.17919 3.38769 -0.75390
29 C -0.56926 1.96449 4.22996
30 C -1.07132 -5.01109 0.31040
31 C -1.30057 1.09445 5.02361
32 H 5.26256 0.85121 -2.58269
33 H -2.44840 -6.59675 -0.07240
34 H -4.38760 -4.99840 -0.33377
35 H 2.34253 -1.88025 -1.05375
36 H -3.04372 4.05701 -0.60963
37 H -4.42947 2.18016 -1.82822
38 H -2.20386 -0.85958 5.09316
39 H 3.87657 2.69771 -1.55410
40 H -0.21452 -5.65784 0.43930
41 H -1.42558 3.61490 0.00529
42 H -1.61105 1.37750 6.02230
43 H 4.46358 -1.49534 -2.28966
44 H -4.45253 2.16855 0.55703
45 H -2.94114 2.21541 1.49605
46 H -1.40279 -1.43372 2.79311
47 H -1.73585 3.57719 -1.73496
48 H -3.79598 0.50599 -1.77328
49 H -0.26895 2.94960 4.55771
50 H -2.97858 1.72250 -2.77215
51 H -3.52871 0.66248 0.86217
52 H -3.93170 -2.55621 -0.05951

<S²>: 6.05
Spin multiplicity: 5
Charge: -2
Energy relative to the best compared isomer or geometry (same formula, charge and spin) in kJ/mol: 4.4

Results of the Mulliken charge analysis, in e, for atoms 1 through 2: -0.02, -0.44